1.
{"formula": "C36H50AuBrF4N3PSSbSi3", "method": "the ωB97M-V functional and the def2-TZVPD basis", "elements": ["Au", "F", "C", "C", "F", "C", "F", "C", "P", "C", "C", "C", "C", "C", "C", "C", "C", "C", "C", "C", "C", "C", "Br", "C", "F", "H", "H", "H", "H", "H", "H", "H", "H", "H", "H", "C", "C", "C", "C", "N", "C", "C", "H", "H", "H", "H", "H", "H", "H", "S", "C", "N", "C", "C", "N", "H", "H", "H", "H", "H", "H", "C", "Si", "C", "C", "Sb", "Si", "C", "C", "C", "Si", "C", "C", "C", "H", "H", "H", "H", "H", "H", "H", "H", "H", "H", "H", "H", "H", "H", "H", "H", "H", "H", "H", "H", "H", "H", "H", "H", "H", "H", "H"], "coordinates": [[-0.1353, 0.0969, 0.1549], [-6.5841, -2.8426, 1.9981], [-5.3294, -2.6326, 1.6864], [-4.4167, -3.6682, 1.7231], [-4.7949, -4.8784, 2.0744], [-3.0999, -3.4253, 1.3855], [-2.2692, -4.4651, 1.4254], [-2.6331, -2.1670, 1.0113], [-0.8354, -2.0095, 0.7039], [-0.0895, -2.5174, 2.2680], [0.0638, -1.5152, 3.2278], [0.5448, -1.8255, 4.4875], [0.8861, -3.1358, 4.7936], [0.7524, -4.1326, 3.8354], [0.2670, -3.8296, 2.5730], [-0.4957, -3.2861, -0.5440], [-1.4789, -3.7053, -1.4376], [-1.2306, -4.7736, -2.2900], [-0.0042, -5.4245, -2.2525], [0.9958, -4.9741, -1.3989], [0.7639, -3.8911, -0.5616], [-3.5830, -1.1371, 0.9702], [-3.2126, 0.6300, 0.4187], [-4.9053, -1.3709, 1.3043], [-5.7957, -0.3932, 1.2568], [-0.2018, -0.4905, 2.9929], [0.6523, -1.0485, 5.2335], [1.2493, -3.3840, 5.7830], [1.0140, -5.1553, 4.0753], [0.1647, -4.6193, 1.8409], [-2.4551, -3.2320, -1.4412], [-2.0128, -5.1237, -2.9534], [0.1660, -6.2943, -2.8760], [1.9456, -5.4947, -1.3532], [1.5362, -3.5486, 0.1207], [1.4251, 6.3010, -0.3491], [1.0795, 4.8473, -0.2491], [-0.1414, 4.4220, 0.2703], [-0.4288, 3.0774, 0.3533], [0.4328, 2.1259, -0.0543], [1.6214, 2.5248, -0.5375], [1.9696, 3.8505, -0.6529], [0.6048, 6.9296, -0.0108], [1.6753, 6.5726, -1.3763], [2.3035, 6.5255, 0.2605], [-0.8696, 5.1437, 0.6186], [-1.3703, 2.7380, 0.7612], [2.3069, 1.7388, -0.8157], [2.9487, 4.1122, -1.0364], [2.8512, -0.2282, 1.5266], [3.7992, -0.0846, 2.9249], [3.4462, 0.5617, 4.0394], [4.4975, 0.5707, 5.0665], [5.5814, -0.3241, 4.4315], [5.0198, -0.5972, 3.1009], [2.5964, 1.0903, 4.1097], [4.1252, 0.1674, 6.0049], [4.8547, 1.5830, 5.2440], [5.7296, -1.2479, 4.9865], [6.5380, 0.1847, 4.3483], [5.4626, -1.1911, 2.4247], [2.1574, -1.4140, -6.5958], [1.4401, -2.3293, -5.1633], [2.4636, -3.6315, -4.3553], [-0.3640, -2.7314, -5.2540], [1.3293, -0.3558, -3.0993], [-0.7285, 1.1652, -4.1195], [-0.8122, 2.7303, -3.1528], [-2.1946, 0.0965, -3.7806], [-0.1050, 1.3705, -5.8495], [4.1006, -0.3656, -2.5243], [4.7111, -0.3237, -4.2685], [4.6103, 1.0934, -1.5264], [4.1671, -1.9473, -1.5838], [2.2669, -2.1231, -7.4261], [3.1419, -0.9965, -6.3926], [1.5005, -0.6122, -6.9347], [2.3400, -4.5757, -4.8993], [2.1185, -3.7930, -3.3373], [3.5296, -3.3961, -4.3475], [-0.4983, -3.6993, -5.7515], [-0.9168, -1.9882, -5.8341], [-0.7974, -2.8111, -4.2569], [-1.0723, 2.5303, -2.1135], [-1.6091, 3.3476, -3.5858], [0.1145, 3.3072, -3.1814], [-2.2949, -0.0561, -2.7012], [-2.1675, -0.8730, -4.2774], [-3.0914, 0.6256, -4.1246], [0.9721, 1.5581, -5.8841], [-0.5968, 2.2522, -6.2766], [-0.3397, 0.5142, -6.4838], [4.2538, 0.4821, -4.8501], [4.5671, -1.2690, -4.7908], [5.7877, -0.1177, -4.2292], [4.4197, 2.0440, -2.0322], [5.6928, 1.0123, -1.3691], [4.1284, 1.0858, -0.5449], [3.6262, -2.7637, -2.0618], [3.7513, -1.7779, -0.5849], [5.2145, -2.2539, -1.4726]], "forces_ev_per_angstrom": [[0.183, 0.110, -0.124], [-0.078, -0.003, 0.022], [-0.050, -0.054, 0.030], [-0.073, -0.113, 0.039], [-0.027, -0.055, 0.008], [0.139, 0.053, -0.001], [0.033, -0.010, 0.008], [-0.013, 0.209, -0.124], [-0.081, -0.490, -0.144], [0.107, 0.174, 0.010], [-0.071, -0.047, 0.006], [0.006, 0.025, 0.033], [-0.001, -0.034, -0.028], [0.018, -0.016, 0.033], [0.010, -0.027, -0.033], [0.162, 0.062, -0.055], [-0.018, -0.015, 0.037], [-0.008, -0.008, -0.014], [-0.035, -0.017, -0.016], [0.034, -0.001, 0.056], [-0.048, 0.039, 0.014], [0.062, -0.103, -0.046], [0.021, 0.050, 0.008], [0.052, 0.226, -0.058], [-0.024, -0.025, 0.007], [0.009, 0.018, 0.024], [-0.038, -0.016, -0.010], [0.000, 0.005, -0.032], [0.001, 0.037, -0.011], [-0.039, 0.023, 0.061], [0.012, -0.050, 0.019], [0.039, 0.017, 0.026], [-0.003, 0.043, 0.023], [-0.016, 0.049, -0.036], [-0.014, -0.069, -0.024], [0.046, -0.034, 0.016], [-0.014, 0.083, 0.020], [-0.001, 0.072, 0.022], [0.127, -0.097, -0.015], [-0.040, 0.132, -0.088], [-0.080, -0.097, 0.044], [0.047, 0.039, 0.028], [0.012, 0.002, -0.020], [-0.026, -0.030, 0.016], [-0.034, -0.033, -0.009], [0.002, -0.050, -0.010], [-0.014, -0.005, 0.016], [-0.099, 0.066, 0.014], [-0.036, -0.014, -0.003], [-0.084, 0.012, -0.103], [0.068, 0.011, 0.149], [0.088, 0.022, 0.142], [-0.091, -0.008, -0.122], [-0.088, -0.033, -0.117], [0.094, 0.045, 0.133], [-0.029, -0.001, -0.093], [-0.010, -0.030, 0.015], [0.003, 0.034, -0.025], [-0.030, -0.046, -0.001], [0.029, 0.028, -0.007], [-0.068, -0.011, -0.069], [-0.002, 0.189, -0.023], [-0.420, 0.108, 0.878], [0.186, -0.133, -0.285], [-0.015, -0.121, -0.300], [0.312, 0.145, -0.559], [-0.031, 0.059, 0.577], [0.091, 0.133, -0.011], [-0.053, -0.143, -0.077], [0.099, -0.157, -0.090], [-0.141, -0.010, 0.485], [-0.215, -0.018, -0.187], [-0.168, 0.236, -0.056], [-0.049, -0.147, 0.013], [-0.024, -0.008, 0.066], [-0.009, -0.045, -0.078], [0.059, -0.086, -0.052], [0.021, 0.065, 0.016], [-0.024, -0.070, 0.037], [-0.051, -0.022, 0.003], [-0.003, 0.073, 0.011], [0.022, -0.056, 0.041], [0.005, -0.058, -0.009], [-0.026, 0.012, -0.064], [0.054, -0.027, 0.016], [-0.053, -0.002, -0.006], [-0.026, 0.017, -0.051], [-0.031, 0.062, 0.033], [0.044, -0.021, 0.027], [-0.067, 0.052, -0.072], [0.014, -0.039, 0.047], [0.004, 0.062, 0.022], [0.114, -0.020, -0.004], [0.066, 0.031, 0.023], [-0.053, -0.004, 0.045], [0.073, -0.066, 0.023], [-0.039, -0.015, -0.021], [0.206, -0.061, -0.020], [0.080, 0.006, 0.005], [0.084, 0.001, -0.041], [-0.057, 0.036, -0.010]], "gap_ev": [4.03, 4.00], "charge": 3, "multiplicity": 1, "lumo_energy_ev": [-10.99, -11.01]}

2.
{"formula": "C36H50Br2ClN3O6", "method": "the ωB97M-V functional and the def2-TZVPD basis", "elements": ["C", "C", "C", "C", "C", "C", "C", "C", "C", "C", "C", "C", "C", "C", "C", "C", "Cl", "C", "O", "C", "C", "O", "C", "C", "C", "N", "C", "C", "Br", "C", "C", "Br", "C", "O", "N", "O", "N", "C", "H", "H", "H", "H", "H", "H", "H", "H", "H", "H", "H", "H", "H", "H", "H", "H", "H", "H", "H", "H", "H", "H", "H", "H", "H", "H", "H", "H", "H", "H", "C", "C", "O", "C", "C", "H", "H", "H", "H", "H", "H", "H", "H", "H", "H", "C", "C", "O", "C", "C", "H", "H", "H", "H", "H", "H", "H", "H", "H", "H"], "coordinates": [[1.8449, -0.9864, 2.4329], [0.8368, -0.4754, 1.6825], [0.0720, -1.3039, 0.6922], [0.0137, -0.9831, -0.6400], [0.6904, 0.1600, -1.3723], [1.6187, 1.1156, -0.6563], [2.8745, 0.7998, -0.1488], [3.6492, 1.7543, 0.4680], [3.2499, 3.0800, 0.5887], [4.1181, 4.1469, 1.2314], [1.9997, 3.4082, 0.0811], [1.2221, 2.4371, -0.5133], [-0.8086, -1.8493, -1.4820], [-0.9674, -1.5483, -2.9726], [0.1905, -2.0547, -3.8699], [-0.2625, -2.1677, -5.3374], [0.8077, -3.6386, -3.2760], [-1.4737, -2.9154, -0.9770], [-2.2322, -3.7182, -1.7976], [-3.6058, -3.3490, -1.9662], [-4.1340, -2.2538, -1.0435], [-5.5366, -2.1148, -1.2917], [-6.1049, -1.1837, -0.3973], [-6.6389, -1.8408, 0.9103], [-1.3781, -3.2735, 0.4065], [-2.0736, -4.3789, 0.8147], [-1.8924, -4.6021, 2.0889], [-2.5741, -5.8087, 2.6791], [-1.8023, -7.5412, 2.3987], [-3.6875, -5.6800, 3.3975], [-4.3505, -4.3438, 3.6701], [-4.5297, -7.2261, 4.1893], [-1.0952, -3.8009, 2.9615], [-0.9983, -4.1907, 4.2704], [-0.6894, -3.0190, 5.1127], [-1.6838, -2.5614, 5.4841], [-0.4741, -2.7343, 2.5628], [-0.6042, -2.4543, 1.2323], [1.7864, -0.9767, 3.5284], [2.7283, -1.4652, 1.9970], [0.5669, 0.5734, 1.8599], [-0.0990, 0.7590, -1.8536], [1.2502, -0.2736, -2.2165], [3.2113, -0.2336, -0.2499], [4.6214, 1.4907, 0.8908], [5.0919, 4.1591, 0.7193], [3.6864, 5.1393, 1.0410], [4.2259, 4.0254, 2.3146], [1.6315, 4.4322, 0.1308], [0.2535, 2.7315, -0.9283], [-1.8855, -2.0085, -3.3566], [-1.1011, -0.4637, -3.0970], [1.0443, -1.3675, -3.8835], [0.6331, -2.3406, -5.9498], [-0.6284, -1.1743, -5.6419], [-1.0048, -2.9555, -5.4921], [-3.8566, -3.1018, -3.0113], [-4.1941, -4.2515, -1.7363], [-4.0460, -2.6089, -0.0003], [-3.6796, -1.2646, -1.1847], [-6.9284, -0.6390, -0.8789], [-5.3832, -0.4059, -0.0949], [-6.3731, -1.2476, 1.7968], [-7.7290, -1.9150, 0.8528], [-6.1535, -2.8188, 1.0263], [-4.8631, -3.9356, 2.7911], [-5.0800, -4.4317, 4.4832], [-3.5717, -3.6553, 4.0247], [9.2428, 4.8685, -2.9307], [8.3357, 5.1663, -1.7488], [6.9900, 4.7711, -1.9454], [6.7692, 3.3914, -2.1831], [7.2405, 2.4932, -1.0529], [8.8638, 5.3524, -3.8329], [10.2528, 5.2309, -2.7349], [9.3064, 3.7994, -3.1384], [8.3127, 6.2438, -1.5814], [8.7338, 4.7192, -0.8311], [7.2238, 3.0927, -3.1342], [5.6913, 3.2734, -2.3051], [8.3169, 2.5664, -0.8907], [7.0060, 1.4513, -1.2753], [6.7485, 2.7711, -0.1190], [-3.8794, 4.0435, 2.1385], [-3.6856, 3.5356, 0.7199], [-2.3834, 3.0424, 0.4613], [-1.9560, 1.9505, 1.2580], [-2.8329, 0.7201, 1.1276], [-3.1559, 4.8293, 2.3636], [-4.8857, 4.4453, 2.2636], [-3.7410, 3.2536, 2.8782], [-3.8406, 4.3601, 0.0230], [-4.4366, 2.7763, 0.4726], [-1.8661, 2.2571, 2.3061], [-0.9490, 1.7053, 0.9206], [-3.8554, 0.9098, 1.4603], [-2.4305, -0.0970, 1.7295], [-2.8799, 0.3970, 0.0862]], "forces_ev_per_angstrom": [[-0.070, 0.047, 0.097], [0.365, -0.328, 0.267], [1.686, 1.389, -0.393], [-1.195, -1.405, -0.693], [0.399, 0.032, -0.111], [-0.175, 0.443, 0.289], [-0.280, -0.867, -0.464], [0.953, 0.124, 0.419], [-0.314, 0.460, 0.255], [-0.073, 0.091, -0.684], [0.210, 0.238, 0.110], [-1.007, 0.138, -0.590], [0.473, 1.235, -0.640], [0.064, -0.175, 0.287], [-0.450, 0.310, -0.553], [0.775, 0.405, 0.314], [0.038, 0.188, -0.202], [-0.302, -0.378, 0.271], [-0.062, 0.474, 0.073], [-0.966, -0.512, 0.128], [-0.713, -0.335, 0.371], [0.319, 0.160, -0.341], [-0.379, 0.512, 1.099], [0.371, 0.272, -0.401], [-0.421, 0.140, -1.613], [1.148, 1.105, 1.201], [-0.833, -1.990, 0.457], [-0.279, -0.318, 0.242], [0.134, 0.817, -0.182], [-0.270, -0.241, 0.061], [0.159, -0.252, 0.463], [0.134, 0.747, -0.267], [0.439, 0.225, -0.201], [-0.315, -0.427, -1.045], [-0.516, 0.728, 0.834], [0.698, -0.051, -0.068], [-0.518, -0.446, -0.191], [0.440, 0.322, 0.245], [0.881, 1.499, -0.274], [-0.997, -1.367, 0.098], [-1.141, -0.693, 0.800], [0.194, -0.087, 0.234], [-0.138, 0.011, 0.300], [0.136, 0.264, 0.149], [-0.213, -0.121, -0.198], [-0.074, -0.050, 0.473], [0.013, -0.277, 0.160], [0.136, -0.116, -0.246], [0.088, -0.196, 0.029], [0.189, -0.039, 0.186], [0.229, 0.015, 0.225], [0.193, -0.293, -0.226], [-0.154, -0.258, 0.357], [-0.369, -0.266, 0.036], [-0.235, -0.378, 0.063], [0.084, 0.224, 0.025], [0.509, 0.091, 0.184], [0.177, 0.220, -0.057], [0.471, 0.385, -0.195], [0.275, -0.303, 0.082], [0.243, -0.382, -0.222], [0.089, -0.245, -0.368], [-0.146, -0.061, -0.254], [0.251, -0.375, 0.186], [-0.402, 0.087, -0.022], [0.217, -0.125, 0.108], [0.152, -0.046, -0.263], [-0.295, 0.050, -0.236], [-0.082, -0.109, -0.105], [0.151, -0.038, 0.002], [-0.207, 0.152, 0.029], [0.052, -0.113, -0.019], [0.094, 0.054, 0.077], [0.025, 0.037, 0.038], [-0.025, 0.024, 0.010], [0.073, -0.005, 0.064], [-0.162, -0.019, 0.003], [0.041, -0.049, -0.030], [0.052, -0.040, 0.031], [-0.004, 0.160, 0.016], [0.006, -0.061, -0.061], [-0.033, 0.019, -0.001], [-0.015, -0.040, -0.017], [0.131, -0.062, 0.098], [-0.135, 0.008, 0.079], [0.187, 0.070, -0.213], [-0.059, -0.050, 0.122], [-0.158, -0.002, -0.001], [-0.043, 0.017, -0.035], [0.015, 0.012, -0.032], [-0.091, -0.022, -0.011], [0.139, -0.049, -0.066], [-0.012, -0.020, 0.063], [-0.041, -0.040, 0.024], [-0.042, 0.158, -0.094], [0.017, -0.024, 0.081], [0.032, 0.005, -0.027], [0.065, -0.020, -0.001]], "smiles": "C=Cc1c(Cc2ccc(C)cc2)c(C[C@H](C)Cl)c(OCCOCC)c2nc(/C(Br)=C(\\C)Br)c(ON=O)nc12.CCOCC.CCOCC", "gap_ev": 7.07, "charge": 0, "multiplicity": 1, "lumo_energy_ev": -0.87}

no.,molecular weight (g mol⁻¹)
1,1146.7
2,816.1